ORCA calculation (ωB97M-V with the def2-TZVPD basis set) on a structure of composition C46H36N5O12S3W.

Positions of all 103 atoms, in Å:
W  1.29072  -0.30655  0.44329
O  0.53562  -0.05904  2.16920
C  -0.44414  -0.33071  3.04857
C  -0.27572  -0.00709  4.38818
C  -1.28858  -0.27097  5.28853
C  -2.49183  -0.84036  4.86928
C  -2.65280  -1.13968  3.53273
C  -1.62710  -0.88924  2.62260
C  -1.83755  -1.16005  1.22293
N  -0.93747  -1.10865  0.32914
N  -1.43832  -1.33433  -0.94477
C  -0.48381  -1.23136  -1.78248
O  0.74943  -1.01335  -1.42784
C  -0.73297  -1.36168  -3.23319
C  0.32147  -1.68253  -4.08241
C  0.11033  -1.73370  -5.45220
C  -1.14440  -1.44368  -5.97278
C  -2.19576  -1.12134  -5.12156
C  -1.99415  -1.08469  -3.75087
H  0.65415  0.43017  4.71415
H  -1.14005  -0.02755  6.33270
H  -3.29107  -1.02445  5.57570
H  -3.57612  -1.57307  3.16247
H  -2.83660  -1.41156  0.88839
H  1.30092  -1.87746  -3.66086
H  0.93162  -1.98048  -6.11489
H  -1.30150  -1.45743  -7.04558
H  -3.17038  -0.88396  -5.53091
H  -2.79603  -0.83028  -3.06866
O  4.59467  -0.87826  3.49543
S  3.22946  -0.57117  3.19385
O  2.24394  -1.42062  3.81277
O  3.04453  -0.48036  1.70666
C  2.98102  1.06973  3.93029
C  3.51298  1.08014  5.22722
C  3.43511  2.19269  6.03528
C  2.82346  3.34611  5.56625
C  2.30788  3.36886  4.28980
C  2.37106  2.24305  3.45742
S  1.60735  2.61435  1.87760
O  2.15244  3.86754  1.45519
O  2.06669  1.51431  0.91492
O  0.18745  2.60101  2.09204
H  4.00233  0.18286  5.58076
H  3.86655  2.16691  7.02834
H  2.75608  4.22784  6.19117
H  1.85653  4.26954  3.89395
S  4.64235  -0.82585  -2.91622
C  3.68392  -0.71793  -1.62805
N  2.97257  -0.65652  -0.70440
O  -2.44176  1.33441  0.25291
C  -1.53249  1.56085  -0.51159
N  -1.65239  2.25718  -1.70037
C  -0.36600  2.63196  -2.28582
C  0.51708  1.74865  -1.39517
O  1.69253  1.47747  -1.55157
N  -0.17834  1.20974  -0.37797
C  -0.02643  4.11552  -1.99356
C  -0.22393  4.61171  -0.70578
C  0.02874  5.94301  -0.41838
C  0.47743  6.80194  -1.41251
C  0.69468  6.31245  -2.69081
C  0.44904  4.97430  -2.98059
C  -0.28878  2.32275  -3.77379
C  -1.37338  2.69188  -4.56912
C  -1.33630  2.53246  -5.94496
C  -0.20471  1.99706  -6.54985
C  0.87107  1.61299  -5.76317
C  0.83443  1.77269  -4.38015
H  -2.48286  2.80822  -1.83495
H  -0.55082  3.95704  0.09497
H  -0.11467  6.30182  0.59354
H  0.66569  7.84570  -1.18866
H  1.05926  6.96917  -3.47183
H  0.63820  4.60194  -3.97901
H  -2.25658  3.12492  -4.10959
H  -2.18981  2.82859  -6.54494
H  -0.16303  1.88390  -7.62715
H  1.75513  1.18096  -6.21849
H  1.68427  1.47169  -3.77946
C  -4.05958  -5.33975  1.25210
C  -2.60571  -4.93172  1.30093
C  -1.83860  -4.87547  0.14159
C  -0.51999  -4.44074  0.16573
C  0.30650  -4.46984  -1.09985
C  0.03920  -4.04635  1.38740
C  -0.67789  -4.16949  2.57827
C  -0.06591  -3.86538  3.92205
C  -2.00030  -4.60396  2.50675
C  1.40330  -3.41290  1.36181
O  2.41429  -3.93700  1.71212
O  1.36755  -2.18791  0.79592
H  -4.48088  -5.16576  0.26129
H  -4.64548  -4.77510  1.97948
H  -4.18216  -6.40106  1.48473
H  -2.27902  -5.16414  -0.80914
H  -0.33335  -4.46033  -1.98230
H  0.90938  -5.38233  -1.12078
H  0.99667  -3.63025  -1.16321
H  0.68638  -3.08155  3.87077
H  0.41850  -4.76231  4.31741
H  -0.83839  -3.55280  4.62817
H  -2.57607  -4.66599  3.42754

Forces on atoms 1 to 3 (eV/Å):
-1.404 -1.581 -0.250
0.085 0.135 -0.070
0.474 0.198 -0.069

Calculated values
HOMO energy (eV): -6.12
Spin multiplicity: 1
Net charge: -1
Gap between HOMO and LUMO (eV): 6.737
Relative energy (zero: lowest compared OMol25 entry of this formula, charge and spin) (kJ/mol): 102.3



ORCA calculation (ωB97M-V with the def2-TZVPD basis set) on a structure of composition AsF6H22O11.

Positions of all 40 atoms, in Å:
As  -4.99365  -15.05725  -1.58965
F  -6.14568  -16.23639  -2.15540
F  -5.36917  -13.95295  -2.98333
F  -3.90346  -13.76709  -1.05645
F  -4.61369  -16.06993  -0.07181
F  -3.63145  -15.84977  -2.47242
F  -6.30897  -14.36101  -0.53221
O  -2.21271  -16.12841  1.02459
H  -2.36695  -17.06071  1.17709
H  -3.02928  -15.80985  0.63991
O  -3.19462  -11.65374  -0.00686
H  -2.51755  -11.95892  -0.61073
H  -3.83689  -12.36323  0.01198
O  -1.90818  -14.90341  -4.20077
H  -1.93011  -13.95462  -4.07614
H  -2.65936  -15.22811  -3.70425
O  -3.55499  -18.63235  -0.82242
H  -3.75603  -18.25195  0.03262
H  -3.65584  -17.90619  -1.43786
O  -6.83652  -16.78924  -5.28627
H  -6.27248  -17.09475  -4.57581
H  -7.31821  -16.05243  -4.91034
O  -6.13939  -18.07269  1.96619
H  -5.19501  -18.06767  1.81018
H  -6.34275  -17.17723  2.23644
O  -1.08183  -12.84694  -1.35472
H  -1.75647  -13.28141  -1.87657
H  -0.56997  -12.34818  -1.99150
O  -4.04224  -18.27758  -4.30242
H  -3.67908  -17.79937  -3.55700
H  -3.27801  -18.64110  -4.74970
O  -3.15931  -12.24339  -3.68416
H  -4.07924  -12.40363  -3.89461
H  -2.83773  -11.70561  -4.40776
O  -7.42073  -14.26256  -4.75635
H  -6.78524  -14.19254  -4.04396
H  -6.88896  -14.27298  -5.55217
O  -7.07104  -15.19658  1.88019
H  -7.84958  -15.58575  1.48189
H  -6.51117  -14.96719  1.13845

Forces on atoms 1 to 3 (eV/Å):
-0.922 0.406 1.486
-1.523 -1.784 -1.061
-0.557 0.978 -1.561

Calculated values
HOMO energy (alpha / beta) (eV): 1.21 / -4.52
Spin multiplicity: 2
Net charge: -2
Gap between HOMO and LUMO (alpha / beta) (eV): 3.572 / 9.149
Relative energy (zero: lowest compared OMol25 entry of this formula, charge and spin) (kJ/mol): 3.7
⟨S²⟩: 0.75



ORCA calculation (ωB97M-V with the def2-TZVPD basis set) on the ion C4H11N2 with charge +1.

Positions of all 17 atoms, in Å:
C  -2.12043  -0.36810  -0.10234
C  -1.47188  0.62405  0.85377
C  -0.05208  0.94551  0.47683
N  0.71649  -0.34390  0.19111
C  1.87904  -0.12693  -0.39045
N  2.55190  -0.97488  -1.11660
H  -1.77044  -1.39751  -0.05787
H  -3.20356  -0.42713  -0.02138
H  -2.00183  -0.04710  -1.14379
H  -1.53063  0.20289  1.86708
H  -2.10314  1.50109  0.92442
H  0.51410  1.58133  1.16095
H  -0.03265  1.44869  -0.49631
H  0.54445  -0.91012  1.01366
H  2.30782  0.86904  -0.44036
H  3.27853  -0.59627  -1.70798
H  2.49430  -1.98064  -1.01075

Forces on atoms 1 to 3 (eV/Å):
-0.475 0.032 -1.135
-0.564 -1.052 0.767
0.613 0.252 -1.239

Calculated values
HOMO energy (eV): -15.31
Spin multiplicity: 1
Net charge: +1
Gap between HOMO and LUMO (eV): 10.824
SMILES: CCC/[NH+]=C/N
Relative energy (zero: lowest compared OMol25 entry of this formula, charge and spin) (kJ/mol): 129.5



ORCA calculation (ωB97M-V with the def2-TZVPD basis set) on a structure of composition C28H35HfN5OP2.

Positions of all 72 atoms, in Å:
Hf  0.26589  -1.23229  -0.76866
C  -1.74714  -4.90332  -5.69164
C  -2.45415  -3.76926  -5.75037
C  -3.92849  -3.72091  -5.51448
C  -4.45213  -4.59320  -4.32685
C  -3.55357  -4.67124  -3.11852
C  -2.57213  -5.57176  -2.96372
C  -2.44541  -6.70606  -3.95355
C  -2.33207  -6.27067  -5.45646
C  0.73350  -1.53170  1.39838
H  -0.67349  -4.93046  -5.92469
H  -2.01466  -2.87905  -6.20884
H  -4.45451  -4.05272  -6.42916
H  -4.24396  -2.68317  -5.32177
H  -5.37330  -4.09976  -3.97626
H  -4.77290  -5.57707  -4.71345
H  -3.88862  -4.04791  -2.27886
H  -1.97018  -5.64791  -2.04926
H  -3.32817  -7.37619  -3.88455
H  -1.55326  -7.31346  -3.73087
H  -1.62198  -6.98059  -5.91543
H  -3.29594  -6.43858  -5.97668
H  1.80464  -1.23744  1.38158
H  0.65805  -2.52357  1.86900
H  0.24232  -0.82828  2.09892
P  -2.14805  -1.70076  -0.08931
P  -1.29344  0.23272  -2.26761
N  -2.35243  -3.32476  0.62047
N  -3.11520  -0.77733  1.09627
N  -0.10000  -1.07461  -3.17669
N  -0.90917  1.44299  -3.43790
C  -3.23295  -1.63037  -1.55839
C  -2.93579  -0.47082  -2.54232
C  -1.25971  -4.17083  0.87244
C  -1.71941  -5.32629  1.48330
C  -3.14663  -5.20972  1.60143
C  -3.50489  -3.96573  1.08705
C  -2.83291  -0.75769  2.47607
C  -3.85271  -0.06192  3.11565
C  -4.80263  0.33536  2.11748
C  -4.33436  -0.12051  0.89114
C  1.17922  -1.67296  -2.70208
C  1.37356  -2.82385  -3.52477
C  0.40820  -2.81177  -4.52077
C  -0.50178  -1.78163  -4.25587
C  -0.94629  1.49358  -4.84710
C  -0.67100  2.79904  -5.24218
C  -0.39412  3.56227  -4.04808
C  -0.51620  2.71246  -2.96867
H  -4.29083  -1.62234  -1.26266
H  -3.06471  -2.58396  -2.07751
H  -2.96523  -0.84254  -3.57453
H  -3.67996  0.34456  -2.43658
H  -0.24582  -3.87797  0.62719
H  -1.10283  -6.16609  1.79206
H  -3.82180  -5.96244  1.99092
H  -4.46715  -3.47453  1.00983
H  -1.90808  -1.18781  2.85030
H  -3.89085  0.17818  4.16837
H  -5.68244  0.94115  2.26927
H  -4.72837  0.00288  -0.11423
H  1.98655  -0.96806  -2.45643
H  2.13546  -3.57191  -3.34231
H  0.35183  -3.45507  -5.38838
H  -1.39693  -1.51026  -4.80528
H  -1.16559  0.62078  -5.44648
H  -0.66396  3.19546  -6.25022
H  -0.15922  4.61716  -3.99073
H  -0.37062  2.84938  -1.90543
O  0.95567  2.61661  0.78833
C  1.06282  1.66414  0.09317
N  1.07934  0.64601  -0.56709

Forces on atoms 1 to 3 (eV/Å):
2.279 2.736 3.432
-0.096 0.047 -0.413
0.323 -0.697 -0.734

Calculated values
HOMO energy (eV): -13.86
Spin multiplicity: 1
Net charge: +2
Gap between HOMO and LUMO (eV): 5.636



ORCA calculation (ωB97M-V with the def2-TZVPD basis set) on an isolated molecule of C3H4N2O.

Positions of all 10 atoms, in Å:
O  1.03044  -1.42248  -0.27412
C  0.97514  0.77912  0.48730
C  0.34012  -0.58254  0.61166
N  -1.05140  -0.38648  0.09276
N  -1.16329  0.75351  -0.46971
C  0.00412  1.43911  -0.26684
H  1.28168  -0.86809  -1.02847
H  0.29852  -1.05980  1.59167
H  -1.78989  -1.06947  -0.02024
H  0.07455  2.41712  -0.72402

Forces on atoms 1 to 3 (eV/Å):
-0.134 -0.357 -0.160
-0.400 0.164 -0.265
0.086 -0.002 0.100

Calculated values
HOMO energy (alpha / beta) (eV): -8.72 / -8.72
Spin multiplicity: 1
Gap between HOMO and LUMO (alpha / beta) (eV): 7.639 / 7.640
Relative energy (zero: lowest compared OMol25 entry of this formula, charge and spin) (kJ/mol): 469.7



ORCA calculation (ωB97M-V with the def2-TZVPD basis set) on a structure of composition C34H36N4S4Sb3Ti.

Positions of all 82 atoms, in Å:
Ti  1.19236  -0.70320  -1.80671
C  -0.62294  1.65725  2.84986
Sb  -2.36632  0.64273  2.11652
C  -3.66874  2.34514  2.35764
C  -2.88229  -0.17297  4.08487
C  -1.71202  -0.75525  4.81334
C  -1.20405  -0.09365  5.93177
C  -0.11544  -0.57781  6.63882
C  0.48570  -1.76053  6.23475
C  -0.00551  -2.42866  5.12535
C  -1.09067  -1.94429  4.39314
C  -1.51445  -2.66850  3.15751
Sb  -0.16441  -2.29815  1.45927
C  1.00311  -4.05969  1.87304
C  -1.46995  -3.26469  0.06250
H  -0.80949  2.03982  3.85360
H  -0.37640  2.48187  2.18211
H  0.21893  0.96565  2.88067
H  -3.42004  2.87400  3.27817
H  -4.70488  2.00899  2.40395
H  -3.55919  3.02045  1.51012
H  -3.66250  -0.91916  3.92142
H  -3.31575  0.64436  4.66312
H  -1.68455  0.82408  6.25373
H  0.25636  -0.03779  7.50051
H  1.33454  -2.15922  6.77575
H  0.46597  -3.35118  4.80374
H  -2.51954  -2.40504  2.83215
H  -1.47805  -3.74985  3.30145
H  0.33727  -4.88559  2.12693
H  1.68587  -3.86958  2.70053
H  1.59023  -4.32335  0.99503
H  -1.98875  -4.09092  0.55048
H  -0.87360  -3.64127  -0.76770
H  -2.19440  -2.54730  -0.32354
S  4.83017  -0.24411  -0.06195
Sb  5.04803  -0.22435  -2.49293
S  3.01231  -1.97328  -2.88026
S  2.32011  -2.63577  -1.04866
S  6.88296  -1.50741  -2.73311
C  3.44484  1.93156  0.89986
C  3.18795  0.61656  0.22913
N  2.38786  0.74168  -0.97008
C  2.48841  1.89745  -1.67848
C  3.02717  3.08244  -1.18239
C  3.41840  3.07742  0.21654
C  3.08319  4.22438  -2.00791
C  2.61020  4.22429  -3.29163
C  2.01205  3.04895  -3.81090
C  1.46627  2.94088  -5.10842
C  0.89356  1.76756  -5.51463
C  0.84725  0.67980  -4.62599
N  1.35892  0.74566  -3.41598
C  1.94136  1.90452  -2.99711
H  3.71405  1.90814  1.94865
H  2.67928  -0.06541  0.91227
H  3.66492  4.01930  0.69395
H  3.51688  5.12938  -1.59570
H  2.67201  5.10836  -3.91326
H  1.50576  3.79757  -5.77120
H  0.46816  1.66047  -6.50284
H  0.38727  -0.25956  -4.90750
C  -1.51179  2.50997  -0.61261
C  -2.70569  2.21482  -1.32803
C  -2.76868  1.05795  -2.03513
C  -1.65499  0.17524  -2.08132
N  -0.50287  0.45664  -1.36473
C  -0.48321  1.62084  -0.65026
C  -1.59998  -1.01359  -2.82315
C  -2.68295  -1.57521  -3.55662
C  -2.54229  -2.76882  -4.18482
C  -1.29156  -3.44617  -4.09491
C  -0.27918  -2.87536  -3.39461
N  -0.38549  -1.67071  -2.74874
H  -1.40710  3.42075  -0.03807
H  -3.54723  2.89547  -1.30511
H  -3.66137  0.80687  -2.59137
H  0.42961  1.80813  -0.10062
H  -3.62380  -1.04358  -3.59786
H  -3.36495  -3.20281  -4.73817
H  -1.13610  -4.40379  -4.57159
H  0.68386  -3.35978  -3.30563

Forces on atoms 1 to 3 (eV/Å):
-0.158 0.093 -0.130
0.001 -0.003 0.007
-0.009 0.012 -0.008

Calculated values
HOMO energy (alpha / beta) (eV): -3.14 / -3.15
Spin multiplicity: 1
Net charge: -1
Gap between HOMO and LUMO (alpha / beta) (eV): 5.078 / 5.092
Relative energy (zero: lowest compared OMol25 entry of this formula, charge and spin) (kJ/mol): 0.0



E_tot across the listed records, respectively: -114644.741, -100028.452, -7299.606, -58966.558, -8199.018, -127877.542 eV.